C24H34N2O6 in the gas phase in a non-equilibrium geometry, computed with ωB97M-V with the def2-TZVPD basis set.

Summary:
Charge: 0
SMILES: CCO[C@@H]1OC(C(=O)N2CCN(Cc3ccc4c(c3)OCO4)CC2)=C[C@H](C)[C@H]1CCCO
Gap between HOMO and LUMO, eV: 7.61
E, a.u.: -1495.07305
Spin multiplicity: 1
Relative energy (zero: lowest compared OMol25 entry of this formula, charge and spin), kcal/mol: 533.7
Molar mass, g mol⁻¹: 446.54

CARTESIAN COORDINATES (ANGSTROEM)
O1 -6.83898 -2.27826 -1.08474
O2 1.96501 3.72026 0.14208
O3 8.55281 -1.61327 -0.50271
O4 2.09149 -1.92761 -0.02398
O5 -6.01841 -2.42028 0.84943
O6 2.46195 0.44990 1.08869
N1 0.28682 2.19651 0.67317
N2 -2.45921 2.18083 -0.23130
C1 -1.74682 3.54972 -0.08078
C2 -6.64645 -3.10307 -0.03511
C3 2.85848 1.11370 -1.27858
C4 -1.65529 1.11113 -0.51812
C5 2.20559 1.32753 0.15561
C6 -5.03583 1.02538 -1.03832
C7 -4.74937 -0.39516 0.95631
C8 1.78021 -3.61270 1.76803
C9 1.42647 2.47962 0.54077
C10 3.04002 -0.93495 -2.52716
C11 7.33895 -1.72267 -0.03584
C12 -5.65172 -1.20827 0.63417
C13 -0.47358 0.74372 0.43286
C14 -0.71096 3.23786 0.92199
C15 4.13311 -0.90434 -0.11726
C16 1.32459 -2.34445 1.06149
C17 2.98194 -0.99323 0.73523
C18 5.35767 -0.03768 0.30422
C19 -6.00045 0.16404 -1.49823
C20 -3.45404 1.87362 0.53294
C21 -6.04104 -1.16919 -0.68505
C22 -4.41060 0.82248 0.44538
C23 6.68708 -0.24267 -0.33115
C24 3.76902 0.02000 -1.43895
H1 -2.49094 4.15616 0.26848
H2 -3.01437 1.57085 1.60296
H3 4.74575 0.38176 -1.93587
H4 3.95485 -1.73110 -2.61483
H5 -3.87475 2.83226 0.81506
H6 5.18891 0.84720 0.50930
H7 0.25250 0.33644 0.04933
H8 2.70567 1.81829 -1.99908
H9 -4.77086 1.92733 -1.65794
H10 -0.04270 4.20561 1.15920
H11 -0.97477 1.33894 -1.46028
H12 1.00608 -4.16772 2.37361
H13 2.02365 -4.39602 0.93506
H14 -6.39004 -3.92200 -0.46450
H15 2.87676 -0.43496 -3.53708
H16 6.66324 -2.33650 -0.45567
H17 -1.23032 3.94432 -0.92600
H18 5.40506 -0.46148 1.54122
H19 -1.16290 2.90965 1.99408
H20 6.66436 -0.08134 -1.43626
H21 3.43784 -1.30882 1.57917
H22 -7.65962 -3.32908 0.48058
H23 2.27567 -1.31570 -2.12053
H24 7.39228 -2.08045 0.92797
H25 4.62191 -1.69031 -0.60455
H26 8.51222 -1.47782 -1.55726
H27 0.97804 -1.63897 1.81940
H28 7.38159 0.40985 0.31604
H29 -4.23788 -0.65626 1.91300
H30 0.42644 -2.47146 0.46549
H31 2.47310 -3.43599 2.37216
H32 -0.89327 0.67479 1.58028
H33 -2.07889 0.14402 -0.67202
H34 -6.48586 0.24349 -2.50200